Computed, not measured: a structure of composition C31H35Cl2N9OTi in a non-equilibrium geometry, with ωB97M-V/def2-TZVPD.

Each line ends with the Mulliken spin population.
Atoms and positions in Å:
C1 -0.404 -4.331 -3.019  0.00
C2 -3.751 -0.146 -1.782  -0.03
C3 -1.311 -5.446 -1.056  0.00
C4 -0.566 -3.122 -0.993  0.02
C5 -0.200 -3.150 -2.338  -0.02
H1 -1.090 -6.370 -2.960  0.00
C6 -0.887 -2.605 1.087  0.06
H2 -3.199 -0.559 -5.112  0.00
O1 -0.102 0.222 -1.886  0.00
H3 -0.137 -4.398 -4.066  0.00
H4 4.237 0.345 -4.012  0.00
C7 3.018 3.908 0.333  0.00
C8 -3.019 0.371 0.823  0.13
C9 4.152 -1.028 -0.450  -0.01
H5 6.251 -1.508 -0.705  0.00
H6 3.235 4.972 0.189  0.00
N1 3.776 -1.491 0.795  0.01
C10 -0.769 -1.840 2.368  0.02
C11 2.093 3.769 1.549  0.01
H7 -0.827 2.363 -1.027  0.01
C12 -0.952 -5.462 -2.389  0.00
H8 0.647 3.847 -2.186  0.00
H9 1.505 -2.662 2.175  0.00
H10 -0.615 -2.526 3.204  0.00
H11 -1.678 -1.275 2.562  -0.01
Cl1 -5.625 -0.615 -3.698  0.00
C13 2.340 3.356 -0.914  -0.02
C14 5.363 -1.057 -1.132  0.00
H12 -5.792 -0.146 -1.051  0.01
C15 2.457 -1.219 0.962  0.10
C16 1.088 4.158 -1.232  0.00
H13 -1.112 2.454 0.562  0.01
C17 5.372 -0.517 -2.402  0.00
C18 0.719 4.376 1.227  -0.01
H14 0.842 5.460 1.186  0.00
H15 3.966 3.393 0.534  0.00
N2 1.950 -0.576 -0.066  -0.17
C19 -2.408 0.009 -1.376  0.04
H16 -1.695 -4.462 1.674  0.00
Cl2 -0.377 -0.165 -4.809  0.00
H17 2.058 2.321 -0.747  0.07
C20 -1.660 -0.186 -3.649  0.03
H18 0.339 -0.244 2.970  0.01
C21 -4.749 -0.033 -0.786  0.11
N3 0.355 -0.890 2.194  0.03
H19 1.326 5.224 -1.293  0.00
H20 -5.120 0.373 1.274  0.00
H21 2.531 4.352 2.362  0.00
H22 0.225 -2.275 -2.813  0.00
H23 1.422 2.324 2.794  0.00
C22 -2.982 -0.395 -4.064  -0.01
H24 2.245 -1.359 3.078  0.00
H25 -2.720 0.600 1.840  0.02
H26 3.911 4.196 -2.046  0.00
Ti1 0.003 -0.055 -0.055  1.62
N4 1.983 2.358 1.951  0.00
H27 -1.725 -6.319 -0.567  0.00
C23 -1.345 0.009 -2.323  0.02
C24 -4.002 -0.374 -3.155  0.02
H28 2.789 3.409 -2.964  0.00
N5 -2.035 0.227 -0.063  -0.14
H29 2.076 0.366 -2.754  0.01
C25 -1.105 -4.251 -0.375  0.00
H30 0.026 4.172 2.050  0.00
H31 -0.781 4.583 -0.294  0.00
C26 0.079 3.938 -0.107  0.01
H32 6.291 -0.530 -2.975  0.00
N6 -1.282 -3.890 0.957  0.01
C27 -4.374 0.249 0.500  -0.04
H33 3.857 2.529 -2.094  0.00
C28 2.995 -0.464 -0.993  0.05
H34 2.906 2.015 2.201  0.00
H35 4.350 -2.037 1.417  0.00
C29 3.002 0.042 -2.292  -0.04
N7 3.300 3.381 -2.081  0.00
N8 -0.375 2.522 -0.132  0.00
N9 -0.453 -2.103 -0.045  0.02
C30 1.669 -1.584 2.180  0.02
C31 4.205 0.011 -2.979  0.00

As for the expectation value of S²: 2.020. The calculation puts the HOMO energy (spin up / spin down) at -10.1 / -12.2 eV. Its charge is +2. The calculation puts the LUMO energy (spin up / spin down) at -4.678 / -4.690 eV. The value obtained for the HOMO-LUMO gap (spin up / spin down) is 5.4 / 7.5 eV. The spin multiplicity is 3. The calculation puts the relative energy (zero: lowest compared OMol25 entry of this formula, charge and spin) at 156.8 kJ/mol. The value obtained for the energy is -96325.5311 eV.

Computed, not measured: a structure of composition C31H35Cl2NaP, with ωB97M-V/def2-TZVPD.

Each line ends with the natural charge from an NBO analysis.
Atoms and positions in Å:
C1 3.112 2.631 0.879  -0.21
H1 -3.559 3.152 2.488  0.24
H2 1.362 -2.292 0.873  0.21
H3 2.687 4.732 0.908  0.23
C2 -2.893 -1.137 2.036  0.04
C3 2.300 -2.322 0.328  -0.22
H4 -0.319 -2.617 3.694  0.23
C4 0.551 -1.171 -3.742  -0.22
C5 0.568 -1.156 -5.128  -0.21
H5 0.236 2.365 -1.677  0.22
C6 1.923 0.829 -5.083  -0.22
C7 -1.310 1.130 2.522  -0.04
C8 1.744 1.281 -0.581  -0.37
Na1 -1.291 -0.064 0.122  0.85
H6 -4.918 0.323 0.228  0.22
C9 1.250 -0.150 -5.800  -0.19
C10 2.419 3.768 0.495  -0.20
H7 -4.346 -2.635 2.602  0.24
H8 -3.106 -3.220 1.503  0.22
C11 -1.602 -1.284 2.573  -0.06
H9 3.332 0.511 0.643  0.22
H10 1.258 0.486 2.899  0.23
H11 3.160 -3.833 1.585  0.22
H12 1.054 -1.246 3.045  0.22
C12 -3.114 2.650 1.625  -0.65
C13 2.480 -1.492 -0.775  -0.27
C14 1.381 3.668 -0.424  -0.21
H13 3.819 -0.916 -2.357  0.23
H14 5.280 -3.918 0.317  0.23
C15 3.675 -1.549 -1.489  -0.22
H15 -1.927 -3.240 3.403  0.23
H16 -1.082 3.226 2.991  0.23
C16 1.916 0.809 -3.695  -0.15
H17 0.021 -1.959 -3.217  0.22
C17 -2.792 -0.016 -2.945  -0.38
C18 4.495 -3.238 0.014  -0.19
C19 1.040 2.433 -0.951  -0.23
C20 -4.834 0.308 1.318  -0.65
H18 2.462 1.609 -5.605  0.23
H19 3.923 2.707 1.591  0.23
H20 -2.311 3.288 1.258  0.22
C21 2.777 1.392 0.345  -0.16
H21 0.052 -1.929 -5.682  0.23
H22 -3.872 2.602 0.848  0.23
H23 -3.718 0.056 -3.502  0.24
H24 0.842 4.554 -0.733  0.23
H25 0.247 2.567 2.041  0.23
C22 -1.117 -2.662 2.960  -0.65
C23 3.306 -3.190 0.727  -0.21
P1 1.146 -0.334 -1.196  0.75
H26 1.259 -0.131 -6.882  0.23
H27 0.103 2.188 3.752  0.23
H28 -1.919 -0.066 -3.586  0.25
C24 0.612 -0.288 3.310  -0.65
Cl1 -2.647 1.435 -1.924  -0.03
C25 -0.469 2.343 2.839  -0.65
C26 4.676 -2.421 -1.096  -0.19
H29 -4.396 -2.194 0.900  0.23
H30 5.601 -2.466 -1.655  0.23
C27 -3.728 -2.360 1.743  -0.67
Cl2 -2.844 -1.490 -1.957  -0.02
H31 -5.263 1.234 1.692  0.23
C28 -3.405 0.144 1.779  -0.06
H32 -0.752 -3.233 2.101  0.22
C29 -2.600 1.276 1.987  -0.04
C30 1.227 -0.189 -3.013  -0.37
H33 2.450 1.573 -3.144  0.22
H34 0.646 -0.200 4.399  0.24
C31 -0.800 -0.153 2.791  -0.03
H35 -5.458 -0.504 1.684  0.23

The calculation puts the HOMO energy at -11.2 eV. Its charge is +1. The calculation puts the LUMO energy at -1.942 eV. The value obtained for the HOMO-LUMO gap is 9.2 eV. The spin multiplicity is 1. The calculation puts the relative energy (zero: lowest compared OMol25 entry of this formula, charge and spin) at 0.0 kJ/mol. The value obtained for the energy is -71462.6291 eV.

Computed, not measured: a cluster of 5 separate species, C31H35IN5O9 in total, with ωB97M-V/def2-TZVPD.

Each line ends with the Mulliken charge.
Atoms and positions in Å:
O1 -2.876 0.600 -1.295  -0.63
C1 4.188 1.265 3.934  -0.67
H1 4.505 0.939 1.954  0.41
C2 1.133 2.739 0.788  0.22
C3 -0.573 -0.226 -2.450  -0.02
H2 2.162 5.983 0.861  0.50
H3 1.529 1.738 0.741  0.49
H4 -5.656 1.818 -3.299  0.55
C4 -9.209 0.505 -2.544  -0.40
O2 1.591 -1.873 -0.270  -0.44
C5 5.476 -1.187 4.248  -0.45
O3 3.477 -2.614 -0.993  -0.63
H5 3.660 -5.023 -1.228  0.49
H6 -1.014 -5.822 0.181  0.40
H7 -0.773 -0.555 -1.441  0.66
H8 6.343 0.066 2.799  0.44
C6 1.813 -4.152 -0.558  0.15
H9 -0.269 6.333 0.941  0.40
C7 0.822 -6.712 -0.487  -0.44
C8 1.953 -0.513 3.438  0.00
C9 2.136 -6.490 -0.880  -0.51
C10 3.029 -0.389 2.372  -0.78
N1 3.415 3.634 0.785  1.06
C11 5.470 -0.571 2.883  -0.66
H10 3.227 1.757 3.977  0.44
C12 0.008 -5.646 -0.124  -0.70
H11 4.824 1.471 5.926  0.39
H12 0.430 -7.719 -0.466  0.40
C13 1.977 3.847 0.804  -0.09
H13 4.911 2.053 3.752  0.51
H14 -7.588 2.676 -4.586  0.45
C14 1.491 5.137 0.850  -0.45
N2 -10.144 1.948 -4.305  1.00
C15 -0.063 0.635 -5.044  -0.49
H15 1.230 -2.540 3.219  0.55
C16 2.640 -5.202 -0.919  -0.44
O4 -9.920 2.758 -5.186  -0.60
H16 -1.949 1.651 -4.921  0.49
C17 -1.235 1.019 -4.413  -0.47
C18 4.578 0.644 5.272  -0.57
H17 3.759 0.100 5.742  0.35
N3 4.285 0.349 2.753  0.21
I1 -1.040 -1.100 3.607  0.06
H18 5.504 -1.279 2.065  0.56
H19 3.280 -1.375 2.002  0.22
C19 -7.732 1.935 -3.814  -0.55
O5 5.732 -0.154 5.174  -0.42
H20 1.766 -0.473 -4.880  0.43
C20 -0.732 4.241 0.908  -0.61
C21 0.595 -0.603 -3.088  -0.14
C22 0.502 -4.354 -0.156  -0.12
O6 -3.504 1.665 -3.061  -0.62
O7 3.807 2.478 0.771  -0.72
H21 -5.997 0.122 -1.547  0.38
H22 0.933 -1.425 1.848  0.09
C23 0.128 5.329 0.898  -0.48
O8 4.143 4.594 0.822  -0.58
O9 -11.246 1.518 -4.019  -0.60
H23 6.222 -1.968 4.307  0.41
H24 4.514 -1.646 4.483  0.30
H25 0.137 0.970 -6.052  0.39
N4 -2.712 0.979 -2.442  1.09
C24 0.852 -0.175 -4.384  -0.69
C25 -6.846 0.499 -2.104  -0.38
C26 -6.650 1.454 -3.093  -0.25
N5 2.335 -2.785 -0.612  1.07
C27 -0.231 2.943 0.849  -0.70
C28 -1.471 0.581 -3.122  -0.36
H26 1.416 0.428 3.486  0.60
H27 2.766 -7.321 -1.161  0.40
H28 -0.908 2.098 0.857  0.49
H29 2.313 -0.748 4.431  -0.03
C29 -8.123 0.028 -1.829  -0.44
H30 2.605 0.125 1.526  -0.05
H31 -1.800 4.402 0.960  0.44
C30 -8.995 1.451 -3.530  0.07
H32 -10.205 0.144 -2.335  0.45
H33 1.305 -1.228 -2.570  0.27
H34 -8.274 -0.715 -1.058  0.37
C31 0.950 -1.541 2.928  -0.90
H35 -0.128 -3.523 0.123  0.43

The calculation puts the HOMO energy at -11.0 eV. Its charge is +1. The calculation puts the LUMO energy at -3.418 eV. The value obtained for the HOMO-LUMO gap is 7.6 eV. The spin multiplicity is 1. The value obtained for the energy is -66676.1416 eV.